No. 1
This record from the Open Molecules 2025 dataset describes C8H13NO8P2SW as an isolated structure. The level of theory is ωB97M-V with the def2-TZVPD basis set.

Summary:
HOMO-LUMO gap (spin up / spin down) in eV: 4.703 / 7.009
Net charge: -1
E in Ha: -2117.49378
2S+1: 4
Relative energy (zero: lowest compared OMol25 entry of this formula, charge and spin) in kJ/mol: 51.4
Maximum force in eV/Å: 0.12
⟨S²⟩: 3.81

Element x y z (Å)
W  1.361  -0.047  1.118
S  0.167  1.310  2.718
P  -1.627  -1.322  -0.726
P  1.076  -2.469  -0.203
O  -1.218  -3.828  -0.044
O  -2.947  -1.692  -1.557
O  0.681  1.394  -0.142
O  -1.868  -1.031  0.693
O  1.524  -1.129  -0.768
O  -1.041  -0.194  -1.644
O  1.998  -3.641  -0.788
O  1.060  -2.411  1.302
N  -0.091  2.465  0.308
C  -0.786  4.988  1.228
C  3.083  -0.247  1.921
C  -0.549  3.912  2.125
C  -0.585  -2.845  -0.870
C  -0.143  3.539  -0.579
C  -0.174  2.677  1.678
C  -0.527  4.769  -0.133
C  -0.530  -3.369  -2.293
H  -1.540  -3.543  -2.661
H  3.397  -1.233  2.290
H  0.030  -4.303  -2.319
H  -0.038  -2.643  -2.941
H  0.069  3.288  -1.606
H  3.827  0.531  2.092
H  -0.656  4.041  3.193
H  -1.085  5.960  1.593
H  -3.607  -2.055  -0.953
H  -0.622  5.569  -0.857
H  -1.176  -3.490  0.864
H  2.912  -3.336  -0.858
H  -0.374  0.387  -1.185

---

No. 2
This record from the Open Molecules 2025 dataset describes a 2-piece molecular cluster, C9H14 overall at a distorted geometry. The level of theory is ωB97M-V with the def2-TZVPD basis set.

Summary:
HOMO-LUMO gap in eV: 9.597
E in Ha: -351.25100
Relative energy (zero: lowest compared OMol25 entry of this formula, charge and spin) in kJ/mol: 207.9
SMILES: Cc1ccccc1.CC
Maximum force in eV/Å: 4.96

Element x y z (Å)
C  -1.351  -2.331  1.494
C  -0.382  0.718  -0.625
C  -1.453  -1.262  2.521
C  1.403  1.315  0.962
C  1.484  1.003  -2.806
C  -0.780  0.380  -1.945
C  0.974  1.218  -0.393
C  0.194  0.548  -2.993
C  1.775  1.509  -1.513
H  -1.139  0.541  0.111
H  0.661  1.494  1.684
H  -2.091  -2.326  0.702
H  -1.672  -0.136  -2.207
H  2.176  1.030  -3.550
H  -0.608  -0.669  2.989
H  1.746  0.129  1.147
H  -1.925  -1.759  3.309
H  2.178  2.135  1.141
H  -0.454  -2.274  0.971
H  -1.989  -0.371  2.115
H  2.678  2.088  -1.234
H  -1.243  -3.298  2.086
H  -0.180  0.318  -3.968

---

No. 3
This record from the Open Molecules 2025 dataset describes C33H35PRu as an isolated structure. The level of theory is ωB97M-V with the def2-TZVPD basis set.

Summary:
HOMO-LUMO gap (spin up / spin down) in eV: 3.275 / 6.194
Net charge: -2
E in Ha: -1714.49653
2S+1: 5
Maximum force in eV/Å: 0.36
⟨S²⟩: 6.06

Element x y z (Å)
Ru  -0.861  0.095  -0.393
P  1.254  -0.109  0.716
C  3.144  -1.620  -0.532
C  2.906  2.001  1.677
C  -0.497  0.018  3.137
C  -3.420  2.160  -1.906
C  3.018  -1.121  3.300
C  -0.732  -2.706  -5.090
C  0.662  -0.752  -5.282
C  2.226  4.300  1.606
C  -1.085  -2.697  2.740
C  -0.177  -2.041  1.929
C  -0.668  -0.965  -1.804
C  0.814  2.593  0.596
C  2.684  -1.130  0.736
C  0.090  -1.885  -5.882
C  -4.088  -0.183  -2.423
C  4.339  -2.273  -0.663
C  1.715  1.621  1.061
C  3.163  3.334  1.960
C  1.079  3.928  0.919
C  -0.407  -1.263  -3.134
C  3.503  -1.425  1.906
C  -0.973  -2.420  -3.768
C  -1.714  -1.999  3.762
C  -2.887  0.305  -0.311
C  -5.262  1.076  -0.616
C  -0.385  2.192  -0.222
C  -3.902  0.842  -1.289
C  -0.272  1.479  3.420
C  5.180  -2.487  0.470
C  0.140  -0.684  2.099
C  4.708  -2.068  1.732
C  0.429  -0.439  -3.963
C  -1.411  -0.661  3.945
H  -0.718  2.096  2.637
H  0.281  -2.123  -6.921
H  0.882  0.439  -3.518
H  -1.183  -3.591  -5.531
H  -6.002  1.460  -1.329
H  3.629  1.236  1.939
H  -4.439  -1.136  -2.018
H  -1.188  2.922  -0.080
H  -4.819  0.174  -3.161
H  -1.306  -3.743  2.567
H  -5.164  1.795  0.201
H  1.305  -0.104  -5.871
H  6.135  -2.990  0.376
H  -3.295  2.920  -1.132
H  -4.134  2.532  -2.652
H  -5.640  0.138  -0.199
H  4.081  3.621  2.460
H  -1.902  -0.111  4.742
H  5.306  -2.279  2.617
H  2.405  5.345  1.838
H  -1.607  -3.068  -3.173
H  2.512  -1.465  -1.402
H  -2.450  2.012  -2.385
H  0.786  1.734  3.465
H  4.642  -2.630  -1.642
H  0.319  -2.577  1.128
H  -0.095  2.275  -1.284
H  -0.736  1.749  4.371
H  -3.376  -0.351  0.428
H  0.372  4.690  0.603
H  3.824  -1.269  4.024
H  2.652  -0.093  3.404
H  -3.136  -0.367  -2.923
H  -2.435  -2.489  4.407
H  2.183  -1.770  3.586

---

No. 4
This record from the Open Molecules 2025 dataset describes one molecule with the formula C6H12O. The level of theory is ωB97M-V with the def2-TZVPD basis set.

Summary:
HOMO-LUMO gap in eV: 10.632
E in Ha: -311.01555
Relative energy (zero: lowest compared OMol25 entry of this formula, charge and spin) in kJ/mol: 114.8
SMILES: CC(C)[C@H]1C[C@H]1O
Maximum force in eV/Å: 0.32

Element x y z (Å)
O  -0.619  1.553  1.909
C  0.705  0.015  0.432
C  1.277  1.411  0.386
C  -0.349  0.026  -1.861
C  0.602  0.934  1.626
C  -0.518  -0.370  -0.390
C  -0.791  -1.872  -0.262
H  0.005  -2.455  -0.743
H  1.446  -0.780  0.527
H  2.356  1.535  0.382
H  -0.457  1.106  -1.999
H  -1.382  0.176  0.013
H  0.726  2.156  -0.182
H  1.216  0.717  2.501
H  -1.184  0.900  2.342
H  -1.734  -2.142  -0.750
H  0.646  -0.259  -2.225
H  -1.095  -0.465  -2.495
H  -0.849  -2.186  0.787

---

No. 5
This record from the Open Molecules 2025 dataset describes one molecule with the formula C3H5N3O. The level of theory is ωB97M-V with the def2-TZVPD basis set.

Summary:
HOMO-LUMO gap in eV: 9.544
E in Ha: -356.75009
Relative energy (zero: lowest compared OMol25 entry of this formula, charge and spin) in kJ/mol: 281.7
Maximum force in eV/Å: 0.54

Element x y z (Å)
O  -0.206  0.045  1.539
N  -1.614  0.569  -0.327
N  1.857  -0.099  0.258
N  -0.294  -1.092  -0.540
C  -1.552  -0.685  -0.860
C  0.449  -0.181  0.290
C  -0.482  0.927  0.457
H  2.312  -1.004  0.243
H  0.027  -2.017  -0.774
H  -0.227  1.973  0.597
H  -2.460  1.113  -0.363
H  2.190  0.451  -0.521

---

What is the formula in the second record?
C9H14